31
Properties=species:S:1:pos:R:3 method="wB97M-V/def2-TZVPD" energy_ha=-1206.8217 homo_energy_ev="-8.62 / -8.59" orbital_gap_ev="6.795 / 6.838"
C -3.28 -1.85 -2.29
C -2.55 -1.14 -3.20
C -3.04 -1.97 -0.94
C -1.37 -0.57 -2.74
C -1.89 -1.35 -0.46
C -1.08 -0.63 -1.36
C 0.82 -0.20 1.79
C 0.50 1.26 1.62
C 1.29 -0.67 0.43
C -0.28 1.54 0.31
C 2.83 -0.43 0.40
C -0.14 3.08 -0.13
P 0.42 0.33 -0.88
S 1.96 0.03 -3.70
H -4.32 -2.20 -2.77
H -2.90 -0.87 -4.19
H -3.76 -2.47 -0.31
H -0.81 0.18 -3.33
H -1.47 -1.36 0.66
H 1.69 -0.32 2.34
H -0.12 -0.74 2.11
H -0.22 1.73 2.41
H 1.40 1.80 1.61
H 1.08 -1.70 0.44
H -1.37 1.24 0.52
H 3.16 0.65 0.70
H 3.31 -0.67 -0.52
H 3.39 -1.01 1.24
H -0.15 3.80 0.79
H -1.04 3.16 -0.78
H 0.83 3.33 -0.54